The following is a DFT calculation (ωB97M-V/def2-TZVPD) of a 18-piece molecular cluster, C23H45B3Cl34F4O4S overall.

```
! RIJCOSX wB97M-V def2-TZVPD def2/J DEFGRID3
* xyz 0 1
F -3.056 0.921 3.077
C -3.102 0.300 1.730
C -1.661 -0.238 1.165
B -0.357 0.668 1.603
O 0.237 0.627 2.985
B 0.120 2.019 3.515
S -0.818 2.313 5.120
O 0.708 3.133 2.745
B 0.767 2.829 1.303
C 1.306 4.067 0.314
C -0.081 4.727 -0.347
O -0.073 6.173 -0.074
C -1.465 6.673 -0.061
C -2.142 6.638 1.467
F -2.860 5.366 1.739
F -1.013 6.707 2.466
F -3.109 7.779 1.653
O 0.373 1.568 0.646
H -3.612 1.027 0.937
H -3.812 -0.652 1.832
H -1.776 -0.373 -0.015
H -1.490 -1.323 1.601
H 0.011 2.820 6.134
H 2.060 3.691 -0.500
H 1.861 4.868 0.990
H -0.140 4.441 -1.482
H -1.046 4.271 0.185
H -2.143 6.105 -0.855
H -1.393 7.831 -0.332
C 1.812 0.737 -2.595
Cl 2.894 2.109 -2.329
Cl 0.158 1.280 -2.901
H 2.165 0.168 -3.459
H 1.820 0.101 -1.707
C 5.174 1.553 0.785
Cl 4.917 0.466 -0.585
Cl 3.636 2.050 1.500
H 5.768 1.036 1.543
H 5.710 2.440 0.440
C -0.385 -4.287 0.691
Cl 0.820 -3.240 -0.068
Cl -1.931 -3.450 0.873
H -0.531 -5.173 0.067
H -0.024 -4.587 1.678
C -5.454 -5.343 0.013
Cl -5.078 -3.617 -0.057
Cl -3.992 -6.303 0.264
H -6.144 -5.523 0.841
H -5.921 -5.644 -0.928
C -7.387 -0.379 -0.762
Cl -7.867 -2.070 -0.951
Cl -6.004 -0.228 0.328
H -7.115 0.025 -1.740
H -8.228 0.186 -0.351
C 0.311 4.832 -4.948
Cl -1.209 5.161 -4.107
Cl 1.552 4.268 -3.823
H 0.140 4.063 -5.705
H 0.657 5.751 -5.428
C 0.255 -2.739 3.975
Cl -1.499 -2.539 3.887
Cl 0.704 -4.447 3.902
H 0.716 -2.214 3.136
H 0.614 -2.317 4.917
C -9.152 -3.742 -4.467
Cl -8.775 -2.016 -4.537
Cl -7.689 -4.703 -4.216
H -9.842 -3.922 -3.639
H -9.618 -4.043 -5.408
C -4.975 -5.538 3.800
Cl -3.893 -4.166 4.066
Cl -6.629 -4.995 3.495
H -4.622 -6.107 2.936
H -4.967 -6.174 4.689
C 7.315 -2.265 -1.611
Cl 6.836 -3.956 -1.799
Cl 8.698 -2.114 -0.520
H 7.588 -1.861 -2.589
H 6.475 -1.700 -1.200
C 3.861 -2.308 5.184
Cl 2.557 -2.067 6.352
Cl 3.219 -2.543 3.553
H 4.509 -1.429 5.188
H 4.437 -3.192 5.470
C -0.238 -1.949 8.610
Cl -1.542 -1.708 9.779
Cl -0.880 -2.184 6.980
H 0.410 -1.069 8.614
H 0.337 -2.833 8.897
C 7.761 -2.126 -5.790
Cl 6.242 -1.797 -4.949
Cl 9.002 -2.690 -4.665
H 7.590 -2.895 -6.546
H 8.108 -1.207 -6.270
C 3.256 -7.722 4.274
Cl 1.758 -7.173 3.512
Cl 3.954 -6.456 5.289
H 3.040 -8.596 4.893
H 3.974 -7.991 3.495
C -0.423 5.502 -9.031
Cl -0.659 4.172 -7.890
Cl 0.169 6.950 -8.208
H 0.307 5.198 -9.786
H -1.377 5.731 -9.512
C 3.091 -3.234 -7.367
Cl 3.916 -1.989 -8.312
Cl 2.627 -2.622 -5.775
H 2.192 -3.549 -7.903
H 3.762 -4.087 -7.239
C 1.014 9.473 0.886
Cl 2.219 10.520 0.127
Cl -0.532 10.310 1.068
H 0.868 8.588 0.262
H 1.374 9.173 1.873
*
```

## Properties
- Total energy: -482269.7905 eV
- Frontier orbital gap: 9.465 eV
- Highest occupied orbital energy: -0.3394 hartree
- Relative energy (zero: lowest compared OMol25 entry of this formula, charge and spin): 6.413 eV